Computed, not measured: an isolated ion of composition C2H9N2O and charge +1 in a non-equilibrium geometry, with ωB97M-V/def2-TZVPD.

Calculated values
SMILES: [NH3+]CNCO
Energy in eV: -7240.18732
Net charge: +1
Relative energy (zero: lowest compared OMol25 entry of this formula, charge and spin) in kcal per mole: 50.0
2S+1: 1
HOMO-LUMO gap in eV: 10.35

Bonds (Å) are listed after each position.
Cartesian coordinates (Å):
1 C 0.702 -1.035 0.212  N2 1.488, H3 1.087, H4 1.084, N7 1.474
2 N 1.137 -0.297 -1.004  C1 1.488, H5 1.027, H6 1.018, H11 1.019
3 H 1.323 -0.642 1.012  C1 1.087
4 H 0.708 -2.087 -0.047  C1 1.084
5 H 1.303 0.692 -0.780  N2 1.027
6 H 0.423 -0.324 -1.730  N2 1.018
7 N -0.733 -0.753 0.398  C1 1.474, C8 1.532, H10 1.008
8 C -1.228 0.694 0.300  N7 1.532, O9 1.409, H12 1.089, H13 1.093
9 O -0.253 1.704 0.180  C8 1.409, H14 0.963
10 H -1.198 -1.142 1.203  N7 1.008
11 H 2.019 -0.655 -1.368  N2 1.019
12 H -1.974 0.770 -0.489  C8 1.089
13 H -1.822 0.751 1.216  C8 1.093
14 H -0.406 2.326 0.898  O9 0.963